{
  "formula": "C5H8BrF",
  "method": "ωB97M-V with the def2-TZVPD basis set",
  "homo_energy_ev": -9.9221,
  "smiles": "C[C@H]1C[C@]1(F)CBr",
  "homo_lumo_gap_ev": 10.83,
  "de_lowest_kcal_mol": 16.3,
  "symbols": ["C", "C", "C", "C", "F", "C", "Br", "H", "H", "H", "H", "H", "H", "H", "H"],
  "positions_angstrom": [[-1.455, 1.418, 0.510], [-0.150, 0.703, 0.144], [0.454, -0.248, 1.141], [-0.059, -0.779, -0.181], [-1.180, -1.449, -0.338], [0.989, -1.061, -1.285], [2.779, -1.476, -0.716], [-2.050, 0.735, 0.949], [-1.900, 1.697, -0.340], [-1.300, 2.215, 1.261], [0.607, 1.312, -0.549], [1.489, -0.203, 1.458], [-0.060, -0.614, 2.063], [1.110, -0.315, -2.075], [0.727, -1.933, -2.042]],
  "nbo_charge": [-0.5918, -0.2272, -0.4668, 0.3109, -0.3163, -0.5008, 0.0064, 0.2084, 0.2066, 0.2131, 0.2110, 0.2390, 0.2325, 0.2260, 0.2490]
}

{
  "formula": "C12H62N2O19",
  "method": "ωB97M-V with the def2-TZVPD basis set",
  "homo_energy_ev": -13.9847,
  "homo_lumo_gap_ev": 7.59,
  "charge": 2,
  "symbols": ["C", "O", "C", "C", "N", "H", "H", "C", "C", "O", "C", "H", "H", "H", "H", "H", "H", "H", "H", "H", "H", "H", "H", "H", "H", "C", "O", "C", "C", "N", "H", "H", "C", "C", "O", "C", "H", "H", "H", "H", "H", "H", "H", "H", "H", "H", "H", "H", "H", "H", "O", "H", "H", "O", "H", "H", "O", "H", "H", "O", "H", "H", "O", "H", "H", "O", "H", "H", "O", "H", "H", "O", "H", "H", "O", "H", "H", "O", "H", "H", "O", "H", "H", "O", "H", "H", "O", "H", "H", "O", "H", "H", "O", "H", "H"],
  "positions_angstrom": [[24.812, 8.626, 39.695], [25.381, 8.645, 40.996], [24.497, 7.818, 41.854], [25.394, 7.541, 43.125], [24.760, 6.716, 44.137], [23.770, 7.167, 44.576], [24.579, 5.713, 43.883], [25.554, 6.190, 45.287], [24.595, 5.487, 46.235], [25.335, 4.851, 47.337], [24.385, 4.139, 48.168], [24.465, 7.693, 39.283], [25.324, 9.344, 38.863], [23.729, 9.081, 39.597], [24.479, 6.845, 41.233], [23.720, 8.393, 42.098], [25.747, 8.387, 43.740], [26.382, 7.294, 42.970], [26.049, 7.191, 45.787], [26.235, 5.352, 44.935], [24.042, 4.632, 45.705], [23.862, 6.152, 46.852], [23.882, 3.324, 47.557], [23.859, 4.383, 48.944], [24.900, 3.425, 48.780], [30.503, 0.010, 40.923], [29.630, 0.450, 39.859], [29.447, 1.853, 39.909], [28.387, 2.535, 38.869], [27.994, 3.871, 39.191], [27.137, 3.870, 38.544], [27.448, 3.813, 40.131], [28.884, 5.120, 38.995], [28.353, 6.449, 39.503], [29.509, 7.396, 39.565], [29.241, 8.527, 40.392], [30.505, -1.053, 40.864], [30.370, 0.364, 41.985], [31.605, 0.323, 40.608], [30.408, 2.228, 39.994], [29.078, 2.165, 40.724], [27.409, 2.005, 38.924], [28.787, 2.539, 37.792], [29.131, 5.276, 37.917], [29.938, 5.069, 39.495], [27.793, 6.500, 40.471], [27.559, 6.982, 38.861], [28.469, 8.976, 39.821], [30.208, 9.139, 40.222], [29.108, 8.481, 41.291], [31.535, 3.946, 36.968], [31.165, 3.309, 36.185], [31.305, 4.703, 36.423], [28.307, -2.568, 42.268], [28.166, -1.738, 42.384], [28.162, -2.814, 43.256], [31.077, 6.640, 42.823], [30.202, 6.784, 43.365], [31.520, 7.093, 43.377], [24.928, 1.148, 40.325], [24.183, 0.771, 39.937], [24.979, 2.058, 40.676], [26.619, 1.072, 42.962], [26.734, 1.731, 42.304], [25.904, 1.385, 43.593], [27.683, 0.309, 36.736], [28.570, 0.720, 36.743], [27.829, -0.482, 36.231], [30.567, 11.197, 41.837], [30.063, 11.860, 41.428], [31.504, 11.237, 41.706], [29.549, 9.677, 44.222], [30.266, 9.760, 44.974], [29.988, 10.106, 43.395], [31.134, 8.283, 37.864], [31.137, 7.640, 37.189], [30.580, 7.995, 38.618], [30.028, 1.924, 44.309], [30.163, 1.102, 43.774], [30.442, 2.691, 43.794], [25.522, 3.925, 38.027], [25.070, 3.147, 38.234], [25.150, 4.363, 37.356], [30.518, 0.233, 36.815], [30.603, 0.519, 37.714], [31.288, -0.289, 36.510], [30.542, -1.108, 44.065], [31.058, -1.547, 43.479], [31.167, -0.531, 44.648], [30.545, 6.255, 35.416], [30.665, 6.110, 34.534], [29.590, 6.410, 35.443], [26.972, 3.630, 41.875], [27.475, 3.833, 42.684], [26.032, 3.645, 42.298]],
  "lowdin_charge": [-0.1611, -0.2025, -0.0941, -0.1159, -0.0250, 0.2875, 0.1678, -0.1368, -0.2192, -0.1676, -0.0824, 0.0522, 0.1507, 0.1161, 0.1532, 0.0866, 0.1564, 0.1016, 0.2105, 0.1560, 0.1424, 0.1704, 0.1219, 0.0342, 0.0939, -0.0672, -0.1640, -0.1536, -0.0924, -0.0019, 0.1201, 0.1440, -0.0565, -0.1548, -0.2434, -0.0400, 0.0788, 0.0675, 0.1368, 0.1064, 0.0272, 0.1355, 0.1484, 0.1298, 0.1794, 0.1141, 0.1430, 0.0964, 0.1403, -0.0218, -0.1205, 0.1200, -0.0412, -0.0069, -0.1107, 0.1131, 0.0003, 0.0974, -0.0976, -0.0149, 0.0204, 0.0267, -0.0474, -0.0577, 0.0758, -0.0679, -0.0126, 0.0334, -0.0069, 0.0370, 0.0597, -0.1694, 0.0957, 0.0272, -0.0477, -0.0302, -0.0296, -0.1034, -0.0076, 0.0692, 0.0686, 0.0416, 0.0153, -0.0422, 0.0074, 0.0832, -0.0418, -0.0243, 0.1163, 0.0070, 0.0127, 0.0712, -0.0797, 0.0807, 0.1112]
}

{
  "formula": "C18H25NO4S",
  "method": "ωB97M-V with the def2-TZVPD basis set",
  "homo_energy_ev": -8.7749,
  "smiles": "Cc1ccc(C)c(SCC(=O)OCC(=O)N2C[C@@H](C)O[C@@H](C)C2)c1",
  "homo_lumo_gap_ev": 9.44,
  "de_lowest_kcal_mol": 0.0,
  "symbols": ["C", "C", "C", "C", "C", "C", "C", "S", "C", "C", "O", "O", "C", "C", "O", "N", "C", "C", "C", "O", "C", "C", "C", "C", "H", "H", "H", "H", "H", "H", "H", "H", "H", "H", "H", "H", "H", "H", "H", "H", "H", "H", "H", "H", "H", "H", "H", "H", "H"],
  "positions_angstrom": [[-0.085, 1.418, -3.352], [-0.990, 0.753, -2.364], [-1.831, 1.480, -1.530], [-2.645, 0.842, -0.612], [-2.656, -0.543, -0.487], [-3.569, -1.199, 0.502], [-1.801, -1.265, -1.317], [-1.752, -3.056, -1.277], [-0.911, -3.353, 0.311], [0.565, -3.035, 0.318], [1.309, -3.409, 1.191], [0.926, -2.275, -0.706], [2.292, -1.897, -0.855], [2.424, -0.368, -0.878], [2.655, 0.206, -1.927], [2.315, 0.283, 0.294], [1.892, -0.260, 1.564], [0.447, 0.200, 1.830], [-0.072, -0.321, 3.161], [0.404, 1.611, 1.857], [0.838, 2.189, 0.638], [0.751, 3.701, 0.781], [2.267, 1.734, 0.301], [-0.993, -0.630, -2.245], [-0.202, 2.499, -3.324], [0.953, 1.168, -3.131], [-0.302, 1.068, -4.360], [-1.857, 2.559, -1.604], [-3.295, 1.427, 0.022], [-4.508, -0.653, 0.564], [-3.779, -2.226, 0.209], [-3.123, -1.203, 1.498], [-1.395, -2.764, 1.092], [-1.044, -4.410, 0.544], [2.897, -2.355, -0.067], [2.617, -2.261, -1.834], [1.968, -1.342, 1.600], [2.538, 0.158, 2.344], [-0.189, -0.163, 1.000], [-1.097, 0.007, 3.310], [-0.028, -1.407, 3.181], [0.536, 0.076, 3.970], [0.174, 1.845, -0.172], [-0.268, 3.985, 1.024], [1.403, 4.035, 1.584], [1.048, 4.180, -0.147], [2.562, 2.094, -0.684], [2.965, 2.105, 1.058], [-0.353, -1.224, -2.878]],
  "nbo_charge": [-0.6487, -0.0049, -0.2183, -0.2003, -0.0638, -0.6455, -0.0822, 0.2289, -0.6403, 0.7986, -0.6087, -0.5003, -0.1706, 0.6614, -0.6340, -0.4220, -0.2557, 0.0997, -0.6267, -0.5396, 0.0921, -0.6204, -0.2565, -0.2359, 0.2087, 0.2561, 0.2205, 0.2130, 0.2109, 0.2234, 0.2322, 0.2139, 0.2478, 0.2609, 0.2229, 0.2226, 0.2387, 0.2024, 0.1671, 0.2203, 0.2151, 0.2162, 0.1831, 0.2213, 0.2124, 0.2128, 0.2485, 0.1969, 0.2260]
}